This record from the OMol25 dataset describes 2 unconnected molecules or ions with the total composition C33H32NO2S at a distorted geometry. The level of theory is ωB97M-V with the def2-TZVPD basis set.

```
69
Properties=species:S:1:pos:R:3:forces:R:3
C 0.00857 2.39022 3.44421 0.2 -0.8 0.8
O 0.15138 1.64818 4.68192 0.0 1.5 -0.1
C 0.14183 0.27827 4.61166 2.2 -0.8 -0.6
C -1.16692 -0.35600 4.52526 -0.4 0.1 -0.4
C -1.50128 -1.12209 3.39442 -0.3 0.0 0.6
C -2.69980 -1.83627 3.38314 -0.1 0.1 0.1
C -3.58544 -1.72512 4.46202 0.1 0.0 -0.1
C -3.29851 -0.86414 5.53087 0.0 0.1 -0.1
C -2.10538 -0.14965 5.55278 0.1 -0.4 -0.4
C 1.39805 -0.32096 4.61960 -2.3 0.8 -0.1
N 1.69122 -1.66247 4.64188 -0.9 -0.4 0.0
C 0.67837 -2.70288 4.72888 0.3 -0.2 0.1
C 3.03526 -1.95005 4.57973 1.3 1.0 0.2
C 3.50157 -3.36553 4.50202 0.5 -0.3 0.0
C 3.81105 -0.82820 4.61875 0.0 -1.9 -0.2
C 5.29278 -0.75695 4.63091 0.3 0.2 -0.1
S 2.87381 0.61711 4.65707 -0.5 0.5 0.1
H -0.05319 3.43568 3.75977 0.0 -0.2 -0.3
H 0.89086 2.21976 2.80522 -0.3 0.1 0.1
H -0.91120 2.08852 2.91509 0.2 0.0 0.1
H -0.77949 -1.16966 2.57591 -0.3 -0.1 0.2
H -2.92270 -2.49372 2.54026 -0.1 0.2 0.3
H -4.50938 -2.30732 4.46622 0.3 0.2 0.0
H -3.99952 -0.75334 6.35997 0.1 -0.1 -0.3
H -1.84659 0.53919 6.35895 -0.1 -0.3 -0.1
H 1.15088 -3.61186 5.10512 -0.1 0.2 0.0
H -0.11819 -2.41685 5.42174 0.2 0.0 -0.2
H 0.24803 -2.92446 3.74552 -0.1 0.0 0.2
H 4.59172 -3.35416 4.39982 -0.3 -0.1 0.0
H 3.27237 -3.95520 5.40454 0.0 0.3 -0.3
H 3.10147 -3.91244 3.63213 0.0 0.3 0.3
H 5.72466 -1.75970 4.59436 0.0 0.2 0.0
H 5.66211 -0.18827 3.76787 0.1 -0.1 0.2
H 5.65792 -0.25847 5.53873 0.0 -0.1 -0.2
C -3.35329 -3.92567 -5.16501 0.1 0.2 0.0
C -3.71998 -2.67752 -5.68416 0.2 -0.1 0.0
C -2.86923 -1.57792 -5.54646 0.3 -0.2 0.4
C -1.66652 -1.75684 -4.86107 -0.5 -0.4 0.2
O -0.82383 -0.66430 -4.60359 0.1 1.3 0.9
C -1.20022 0.23894 -3.61082 0.1 -1.3 -0.7
C -0.62240 0.11959 -2.33730 0.0 -0.1 -0.2
C -1.08292 0.92271 -1.31895 0.0 0.2 0.3
C -2.08992 1.92101 -1.52801 0.3 -0.2 0.0
C -2.52092 2.66407 -0.39590 0.0 -0.1 -0.7
C -3.50909 3.68080 -0.27904 -0.7 0.5 0.4
C -3.59670 4.36633 0.97659 0.1 -0.2 -0.3
C -4.50045 5.39798 1.18514 -0.1 0.1 -0.1
C -5.36181 5.80434 0.15100 0.5 -0.4 0.1
C -5.31673 5.13760 -1.08133 0.2 -0.3 -0.1
C -4.44392 4.07265 -1.28576 0.0 0.3 0.2
C -2.54456 2.08508 -2.87013 0.0 -0.1 -0.3
C -2.13209 1.24369 -3.88778 -0.2 0.3 0.2
C -1.25926 -3.00333 -4.37983 -0.3 0.5 0.0
C -2.12485 -4.08584 -4.51291 0.0 0.1 -0.3
H -4.02361 -4.77968 -5.27499 0.2 0.3 0.0
H -4.67043 -2.54796 -6.20186 0.3 -0.1 0.1
H -3.11818 -0.59450 -5.94441 0.0 -0.3 0.1
H 0.15402 -0.63065 -2.18219 -0.3 0.2 0.0
H -0.66505 0.80467 -0.31728 -0.1 0.0 -0.2
H -1.99713 2.42277 0.53188 -0.1 0.1 -0.2
H -2.92453 4.05158 1.77697 -0.2 0.2 -0.2
H -4.54489 5.89724 2.15408 0.0 -0.2 -0.3
H -6.06418 6.62428 0.30688 0.2 -0.3 0.0
H -5.97880 5.44492 -1.89291 0.1 -0.2 0.3
H -4.50661 3.52991 -2.22155 -0.1 0.2 0.3
H -3.22453 2.88484 -3.13265 0.3 -0.2 0.0
H -2.51802 1.34877 -4.90214 0.2 0.1 0.4
H -0.29265 -3.08129 -3.88459 -0.2 -0.1 -0.1
H -1.82468 -5.05282 -4.10822 -0.2 0.2 -0.2
```
Positions in Å, forces in eV/Å.

Orbital gap ... 0.0820 Ha
Lowest unoccupied orbital energy ... -5.8 eV
Relative energy (zero: lowest compared OMol25 entry of this formula, charge and spin) ... 0.0 kcal/mol
E_HOMO ... -0.2937 Ha
Maximum force ... 2.43 eV/Å
Charge ... +1

---

This record from the OMol25 dataset describes a molecular structure, C8H17O3P2Ru at a distorted geometry. The level of theory is ωB97M-V with the def2-TZVPD basis set.

```
31
Properties=species:S:1:pos:R:3:forces:R:3
C 0.60840 0.68451 -2.87167 0.7 1.0 -1.3
C 0.06140 -0.06501 -3.89795 -0.2 -0.5 -0.4
C -0.50918 -1.33544 -3.70534 0.3 0.7 -1.6
C -0.86728 -1.87554 -2.47768 -0.4 0.6 1.6
C -0.90203 -1.14300 -1.28697 -1.9 -3.0 -1.2
Ru 0.26556 0.32914 -1.00161 -0.2 0.4 0.7
P 0.23565 2.53646 -0.54891 0.7 2.9 -0.2
H 1.20118 1.57110 -3.15737 -0.5 -0.3 0.0
H 0.08559 0.32062 -4.93357 0.4 -0.3 0.6
H -0.74077 -1.91980 -4.59633 0.1 0.1 0.2
H -1.48318 -1.65138 -0.49371 0.5 0.4 -0.3
H -1.23029 -2.89933 -2.45315 -0.1 0.1 0.0
H -1.07175 3.04535 -0.39685 0.2 -0.1 0.1
H 0.71890 3.40709 -1.58319 -0.2 -0.1 0.6
H 0.87525 3.04358 0.62874 -0.3 0.0 -0.6
C -1.98109 1.66793 2.38446 0.5 0.2 0.1
O -1.75287 0.46709 1.56126 2.0 -0.6 -0.2
P -0.14306 0.09130 1.36173 0.4 -1.3 3.0
O 0.31621 0.11896 2.95743 -1.1 0.9 -2.0
C 1.03300 -0.85733 3.70510 0.4 -0.8 0.4
O 0.39064 -1.48683 1.04049 -0.8 1.0 0.3
C 1.57135 -1.61456 0.20699 0.9 0.9 1.1
H -2.41246 2.46406 1.76419 0.0 -0.5 0.0
H -1.06102 2.06105 2.87073 -0.5 -0.4 -0.4
H -2.65745 1.36817 3.16879 -0.2 0.0 0.1
H 2.08349 -0.79155 3.44833 0.3 0.0 0.1
H 0.91059 -0.63425 4.78048 -0.1 0.1 -0.7
H 0.69802 -1.89183 3.52378 -0.1 0.6 -0.1
H 1.60214 -1.02911 -0.76410 0.2 -0.9 0.6
H 2.48404 -1.34021 0.76510 -0.5 0.2 -0.1
H 1.67102 -2.64125 0.00083 -0.2 -1.2 -0.6
```
Positions in Å, forces in eV/Å.

Orbital gap (alpha / beta) ... 0.2491 / 0.2361 Ha
Lowest unoccupied orbital energy (alpha / beta) ... -3.6 / -5.8 eV
Relative energy (zero: lowest compared OMol25 entry of this formula, charge and spin) ... 40.1 kcal/mol
E_HOMO (alpha / beta) ... -0.3827 / -0.4476 Ha
⟨S²⟩ ... 6.02
Multiplicity ... 5
Maximum force ... 3.82 eV/Å
Charge ... +1

---

This record from the OMol25 dataset describes a molecular structure, C23H26Br3N5O2 at a distorted geometry. The level of theory is ωB97M-V with the def2-TZVPD basis set.

```
59
Properties=species:S:1:pos:R:3:forces:R:3
N 0.60386 0.30065 -2.28426 1.2 0.1 -0.4
C 1.06322 1.17907 -1.31865 -1.7 -0.5 -0.1
C 0.20214 0.99726 -0.23512 1.8 -0.1 -0.2
C -0.56588 -0.15415 -0.49158 -1.0 0.2 -0.5
C -0.36975 -0.52213 -1.82146 0.4 0.2 1.3
H 1.13587 0.06826 -3.11074 0.0 0.3 -0.1
H 1.89849 1.83187 -1.52500 -0.3 0.1 0.0
H 0.23686 1.56391 0.68363 0.0 -0.1 0.0
H -1.20688 -0.57668 0.26802 -0.2 -0.1 -0.5
H -0.71225 -1.32623 -2.45591 -0.2 0.0 0.3
N 3.70460 -0.34481 -5.16731 0.2 0.5 -0.1
C 4.65497 0.34702 -4.47361 -0.3 0.7 1.5
C 4.02927 1.47232 -3.91105 1.2 -0.1 -0.8
C 2.76479 1.54372 -4.45760 -2.3 -1.3 -0.8
C 2.52984 0.37377 -5.18394 0.7 0.1 0.1
H 3.86337 -1.19359 -5.69118 0.0 0.2 0.2
H 5.66445 0.00405 -4.30112 -0.2 -0.2 -0.2
H 4.37364 2.28568 -3.28953 0.7 -0.4 0.0
H 2.00761 2.30173 -4.32157 0.1 0.0 0.2
H 1.69543 -0.05519 -5.71887 -0.1 0.4 0.0
N -1.41754 1.57734 4.32843 -1.2 0.5 2.6
C -1.70164 1.79637 5.68903 0.3 -0.2 -0.4
C -0.56577 1.52817 6.41814 0.7 -0.6 -0.2
C 0.46010 1.10817 5.52881 -1.8 -0.3 -2.9
C -0.15202 1.15386 4.23073 1.7 -0.6 1.0
H -2.17949 1.45895 3.67611 0.5 0.1 -0.4
H -2.69182 2.05300 6.03557 0.1 0.1 -0.2
H -0.36520 1.48947 7.47865 -0.7 0.4 0.1
H 1.37688 0.56663 5.70951 0.1 0.6 0.2
H 0.20720 0.90409 3.24332 0.3 -0.1 0.2
N 3.89899 0.42421 0.32920 1.5 -1.2 -0.6
C 3.99213 -0.12977 1.61560 1.5 1.7 -1.3
C 5.31531 0.10595 1.98558 -0.7 -0.7 0.6
C 6.07582 0.64610 0.91299 -1.5 -0.6 -1.1
C 5.18510 0.71419 -0.17046 -0.7 0.6 2.1
H 3.13718 0.37567 -0.33217 -0.3 -0.3 0.5
H 3.17465 -0.60003 2.14192 0.0 0.3 -0.1
H 5.68829 -0.14704 2.96705 0.1 0.0 0.0
H 7.13111 0.87493 0.93252 -0.1 0.0 -0.1
H 5.28080 1.04503 -1.19408 0.1 0.1 0.2
C -2.58515 -3.76391 0.22042 0.2 -0.1 0.8
Br -1.69902 -4.77605 -1.17331 -0.5 0.0 0.4
Br -1.19309 -3.06555 1.44400 -0.9 -0.5 -0.3
Br -4.04559 -4.77176 1.24799 1.4 0.9 -1.1
H -3.02578 -2.89188 -0.26281 -0.2 -0.3 0.3
C -5.87965 -1.51955 -1.48387 -0.5 -1.1 -0.7
C -5.00822 -0.64134 -2.06982 1.3 1.6 2.6
C -4.18048 0.07403 -1.14522 -0.1 0.3 0.2
C -4.30817 -0.08548 0.25718 -0.3 -0.9 -0.9
C -5.13330 -1.09739 0.76942 -0.1 0.6 -0.2
C -5.91422 -1.83093 -0.12139 0.1 0.8 -0.1
N -3.48534 0.71824 1.21481 2.5 1.4 -2.3
O -2.75496 1.61223 0.73072 -1.9 -1.2 0.4
O -3.39674 0.41059 2.37347 -1.0 -0.7 0.8
H -6.51257 -2.02417 -2.19883 -0.4 -0.4 0.3
H -5.02940 -0.39342 -3.12076 0.2 -0.2 0.0
H -3.43189 0.77694 -1.47976 0.0 0.2 -0.1
H -5.21279 -1.21443 1.84011 0.1 -0.2 0.0
H -6.62736 -2.55799 0.23807 0.1 -0.1 0.1
```
Positions in Å, forces in eV/Å.

Orbital gap ... 0.2436 Ha
Lowest unoccupied orbital energy ... -0.9 eV
Relative energy (zero: lowest compared OMol25 entry of this formula, charge and spin) ... 29.6 kcal/mol
E_HOMO ... -0.2783 Ha
Maximum force ... 3.66 eV/Å

---

This record from the OMol25 dataset describes a molecular structure, C5H9N3 at a distorted geometry. The level of theory is ωB97M-V with the def2-TZVPD basis set.

```
17
Properties=species:S:1:pos:R:3:forces:R:3
C 0.02813 -1.93060 0.45981 -5.9 2.5 5.9
C 0.12974 -0.57252 -0.11502 1.7 -0.8 1.9
C -1.76886 0.17708 -0.32693 -2.3 -0.8 -1.1
C -0.72179 0.52480 0.64440 6.2 1.3 1.2
C 1.58565 -0.06036 -0.22539 -2.9 4.6 1.6
H -0.03253 -1.78751 1.88261 1.1 -1.2 -4.5
H -1.18082 -2.01796 0.27900 3.1 -1.3 0.7
H 0.61179 -2.54792 -0.09739 1.6 -2.7 -0.7
H -1.12603 -1.43384 -1.61499 0.7 0.8 0.6
H -2.23980 -0.63972 0.46749 -0.4 1.9 -2.5
H -2.44503 0.95902 -0.95446 1.2 -2.0 2.1
H -0.78348 0.43684 1.79145 -0.6 0.0 -1.9
H 0.52821 2.32758 1.23925 -1.3 -1.8 -2.6
H 2.42797 -0.30416 -0.72490 2.5 -2.2 -1.4
N -0.77898 -0.54582 -1.20246 -2.2 1.7 -2.1
N 0.35443 1.64364 0.36843 -0.2 3.2 3.6
N 1.67062 1.21321 0.13556 -2.3 -3.4 -0.9
```
Positions in Å, forces in eV/Å.

Orbital gap ... 0.3444 Ha
Lowest unoccupied orbital energy ... 0.8 eV
Relative energy (zero: lowest compared OMol25 entry of this formula, charge and spin) ... 156.1 kcal/mol
E_HOMO ... -0.3145 Ha
Maximum force ... 8.69 eV/Å